Computed, not measured: a single C7H8BrN molecule at a distorted geometry, with ωB97M-V/def2-TZVPD.

Element x y z (Å)
H1 2.1048 1.1086 -2.3995
N1 1.3435 1.5430 -1.9815
C1 0.8807 0.9535 -0.9190
C2 -0.1215 1.6877 -0.1484
C3 -0.9797 1.1314 0.6998
C4 -0.8975 -0.2928 1.0641
Br1 -1.5126 -0.6263 2.8805
C5 -1.0735 -1.5814 0.1772
C6 0.2916 -1.0656 0.6053
C7 1.1330 -0.4578 -0.4184
H2 -0.2644 2.7950 -0.1896
H3 -1.9216 1.6229 0.9623
H4 -1.4150 -1.4790 -0.8412
H5 -1.7066 -2.3078 0.5539
H6 0.9546 -1.6425 1.2950
H7 1.0250 -1.0470 -1.3984
H8 2.1591 -0.3418 0.0577

* frontier orbital gap: 9.6 eV
* ΔE to the lowest compared entry with this formula, charge and spin: 10.78 kcal per mole
* HOMO: -0.3429 hartree
* spin multiplicity: 1
* total energy: -2900.2088 Ha
* SMILES: [H]/N=C1/C=C[C@@]2(Br)C[C@H]2C1
* LUMO energy: 0.267 eV

Mulliken population analysis, charges in e, atoms 1 to 2: atom 1 (H): 0.23, atom 2 (N): -0.75

Computed, not measured: a gas-phase ion, C17H28N3O3S (charge +1) at a distorted geometry, with ωB97M-V/def2-TZVPD.

Element x y z (Å)
C1 4.7234 4.7022 -0.2712
N1 4.7278 3.3230 0.1495
C2 4.7331 3.0869 1.5706
S1 3.7979 2.2978 -0.7447
O1 3.9700 2.5999 -2.1281
O2 4.0252 0.9542 -0.2874
C3 2.0599 2.6271 -0.3413
C4 1.3303 3.6333 -0.9431
C5 -0.0213 3.7518 -0.6493
C6 -0.6429 2.8341 0.1822
C7 0.0973 1.8032 0.7526
N2 -0.5446 0.8254 1.5529
C8 -0.4479 -0.4958 1.4384
O3 -1.0266 -1.2881 2.1674
C9 0.3732 -1.0978 0.2733
N3 0.1610 -2.5550 0.3711
C10 -0.4163 -3.2546 -0.8089
C11 -1.9477 -3.2251 -0.8583
C12 -2.5809 -3.8751 0.3756
C13 -4.0919 -3.9922 0.1756
C14 -4.7043 -2.6171 -0.0704
C15 -4.0525 -1.9472 -1.2762
C16 -2.5427 -1.8310 -1.0670
C17 1.4643 1.7368 0.5279
H1 5.6496 5.1778 0.0501
H2 4.6768 4.7119 -1.3570
H3 3.8741 5.2574 0.1450
H4 3.8597 3.5283 2.0673
H5 5.6381 3.5131 2.0019
H6 4.7401 2.0107 1.7227
H7 1.8134 4.2987 -1.6396
H8 -0.6009 4.5467 -1.0914
H9 -1.7022 2.9074 0.3761
H10 -1.1829 1.1570 2.2690
H11 1.4306 -0.8505 0.3484
H12 -0.0019 -0.7082 -0.6738
H13 1.0256 -3.0206 0.6500
H14 -0.5187 -2.6105 1.1992
H15 0.0054 -2.8124 -1.7140
H16 -0.0972 -4.2976 -0.7614
H17 -2.2175 -3.8306 -1.7305
H18 -2.4054 -3.2684 1.2678
H19 -2.1556 -4.8671 0.5406
H20 -4.5430 -4.4470 1.0576
H21 -4.2971 -4.6415 -0.6773
H22 -5.7762 -2.7161 -0.2394
H23 -4.5622 -1.9932 0.8148
H24 -4.4789 -0.9548 -1.4273
H25 -4.2514 -2.5354 -2.1735
H26 -2.3706 -1.2074 -0.1880
H27 -2.0878 -1.3493 -1.9360
H28 2.0924 1.0049 1.0074

* frontier orbital gap: 9.6 eV
* ΔE to the lowest compared entry with this formula, charge and spin: 0.00 kcal per mole
* HOMO: -0.4504 hartree
* spin multiplicity: 1
* charge: +1
* total energy: -1452.5482 Ha
* SMILES: CN(C)S(=O)(=O)c1cccc(NC(=O)C[NH2+]CC2CCCCC2)c1
* LUMO energy: -2.621 eV

Mulliken population analysis, charges in e, atoms 1 to 2: atom 1 (C): -0.90, atom 2 (N): 0.03

Computed, not measured: 2 unconnected molecules or ions with the total composition C2H6I3NSi at a distorted geometry, with ωB97M-V/def2-TZVPD.

Element x y z (Å)
C1 -1.0387 -0.9701 -0.8467
C2 -1.3921 1.0045 0.3466
N1 -0.9177 -0.2996 0.3563
Si1 2.2683 -0.0345 0.6107
I1 3.1454 -0.4222 -1.6242
I2 2.5905 -1.9548 2.1506
I3 3.2212 2.1579 1.4940
H1 -2.0767 -0.9721 -1.1365
H2 -0.6487 -0.4316 -1.8380
H3 -0.6176 -1.9296 -0.6783
H4 -1.2726 1.4846 -0.7131
H5 -2.4564 0.8780 0.7095
H6 -0.8049 1.4895 1.1691

* frontier orbital gap (spin up / spin down): 7.4 / 7.3 eV
* HOMO (spin up / spin down): -0.2850 / -0.3529 hartree
* spin multiplicity: 3
* expectation value of S²: 2.01
* total energy: -1317.1041 Ha
* LUMO energy (spin up / spin down): -0.314 / -2.272 eV

Mulliken population analysis, charges in e, atoms 1 to 2: atom 1 (C): -0.81, atom 2 (C): -0.72

Computed, not measured: a single C18H21N3O2 molecule, with ωB97M-V/def2-TZVPD.

Element x y z (Å)
C1 0.0640 -5.5936 0.2134
O1 0.9007 -4.4950 0.4673
C2 0.4882 -3.2473 0.0829
C3 -0.7244 -2.9910 -0.5637
C4 -1.0871 -1.7050 -0.9322
C5 -0.2098 -0.6843 -0.6387
C6 1.0134 -0.9302 0.0221
C7 1.3722 -2.2153 0.3837
N1 1.6835 0.2570 0.1945
C8 0.9105 1.1795 -0.3224
N2 1.1840 2.5156 -0.2832
C9 2.4944 2.9121 0.1981
C10 3.6569 2.4052 -0.6727
C11 4.7728 1.7993 0.1851
O2 4.3054 0.8783 1.1302
N3 -0.2447 0.6811 -0.8695
C12 -1.3746 1.3855 -1.4145
C13 -2.5427 1.3801 -0.4555
C14 -2.3410 1.6991 0.8813
C15 -3.4004 1.6810 1.7699
C16 -4.6710 1.3491 1.3302
C17 -4.8781 1.0341 -0.0014
C18 -3.8170 1.0462 -0.8900
H1 -0.9004 -5.4958 0.7239
H2 -0.1064 -5.7345 -0.8597
H3 0.5910 -6.4612 0.6083
H4 -1.4052 -3.7968 -0.7858
H5 -2.0309 -1.5225 -1.4232
H6 2.3003 -2.4268 0.8865
H7 0.8315 3.0536 -1.0622
H8 2.5982 2.4847 1.1988
H9 2.4997 4.0000 0.2769
H10 4.0697 3.2029 -1.2919
H11 3.2790 1.6223 -1.3340
H12 5.5094 1.3221 -0.4820
H13 5.2881 2.5887 0.7449
H14 3.4908 0.4551 0.7889
H15 -1.6642 0.9090 -2.3583
H16 -1.0817 2.4185 -1.6298
H17 -1.3493 1.9556 1.2255
H18 -3.2335 1.9264 2.8080
H19 -5.4978 1.3341 2.0246
H20 -5.8665 0.7724 -0.3493
H21 -3.9816 0.7951 -1.9287

* frontier orbital gap: 8.3 eV
* ΔE to the lowest compared entry with this formula, charge and spin: 35.68 kcal per mole
* HOMO: -0.2826 hartree
* spin multiplicity: 1
* total energy: -1013.2686 Ha
* SMILES: COc1ccc2c(c1)nc(NCCCO)n2Cc1ccccc1
* LUMO energy: 0.601 eV

Mulliken population analysis, charges in e, atoms 1 to 2: atom 1 (C): -0.86, atom 2 (O): -0.45

Computed, not measured: a gas-phase ion, CH4N2 (charge +1) at a distorted geometry, with ωB97M-V/def2-TZVPD.

Element x y z (Å)
N1 -0.4511 -0.5261 -0.8748
C1 -0.2948 0.2640 0.1812
N2 0.8201 0.1861 0.8584
H1 -0.9279 -0.1527 -1.6954
H2 0.3616 -1.0958 -1.1143
H3 -0.9690 1.1187 0.2131
H4 1.1031 0.9826 1.4310

* frontier orbital gap (spin up / spin down): 12.9 / 8.2 eV
* ΔE to the lowest compared entry with this formula, charge and spin: 7.67 kcal per mole
* HOMO (spin up / spin down): -0.6630 / -0.6412 hartree
* spin multiplicity: 2
* expectation value of S²: 0.77
* charge: +1
* total energy: -149.6568 Ha
* LUMO energy (spin up / spin down): -5.177 / -9.235 eV

Mulliken population analysis, charges in e, atoms 1 to 2: atom 1 (N): -0.22, atom 2 (C): 0.24

Computed, not measured: a molecular structure, C19H20Cl5N8O7RbSe at a distorted geometry, with ωB97M-V/def2-TZVPD.

Element x y z (Å)
Rb1 0.3297 0.4745 0.0552
C1 -0.4880 -2.7783 -1.5508
O1 -1.4277 -1.8577 -1.0299
C2 -1.8550 -2.2271 0.2618
C3 -2.9454 -1.2771 0.7112
O2 -2.4446 -0.0286 1.1485
C4 -2.5859 0.2591 2.5242
C5 -1.4134 -0.2437 3.3332
O3 -0.3218 0.5702 2.9888
C6 0.8740 0.3137 3.6882
H1 -0.9299 -3.7826 -1.6081
H2 -0.2097 -2.4382 -2.5460
H3 0.4086 -2.8269 -0.9204
H4 -2.2591 -3.2533 0.2453
H5 -1.0066 -2.2259 0.9606
H6 -3.6049 -1.0857 -0.1409
H7 -3.5415 -1.7516 1.4998
H8 -2.6271 1.3463 2.6107
H9 -3.5275 -0.1484 2.9135
H10 -1.6384 -0.1568 4.4070
H11 -1.1889 -1.2983 3.1167
H12 0.7292 0.4238 4.7711
H13 1.2601 -0.6853 3.4601
H14 1.5930 1.0588 3.3500
O4 -1.8724 0.6093 -5.9177
C7 -2.5917 1.4703 -5.2315
O5 -3.5330 2.0635 -5.7271
C8 -2.2183 1.7005 -3.8107
C9 -2.9374 2.5478 -2.9917
N1 -2.3605 2.5299 -1.7881
N2 -1.2895 1.7295 -1.7531
C10 -1.1831 1.2050 -2.9713
C11 -0.0576 0.2255 -3.2572
O6 -0.0781 -0.3270 -4.3930
O7 0.7848 0.0351 -2.3636
H15 -1.1248 0.2000 -5.3263
H16 -3.8113 3.1379 -3.2063
H17 -2.6555 3.0403 -0.9433
N3 4.6919 2.8552 0.4956
N4 3.4112 2.9865 -0.0411
N5 3.2046 3.1276 -1.3229
C12 1.8796 3.2419 -1.3486
N6 1.3388 3.1997 -0.1237
N7 2.3426 3.0163 0.7081
H18 5.0934 2.0393 0.0377
H19 4.5309 2.5996 1.4666
H20 1.3103 3.3523 -2.2541
Cl1 0.2729 -4.3228 2.1112
C13 1.8143 -3.6343 1.5402
C14 1.8867 -2.2761 1.3402
C15 3.1389 -1.8418 0.9750
Cl2 3.3770 -0.0894 0.7519
C16 4.2504 -2.6539 0.7786
Cl3 5.8032 -2.0026 0.3375
C17 4.1054 -4.0272 0.9536
Cl4 5.4480 -5.0898 0.7026
C18 2.8640 -4.5305 1.3462
Cl5 2.6803 -6.2419 1.5794
Se1 -3.2755 5.2563 3.2477
C19 -3.2221 4.4862 1.6025
N8 -3.1978 4.0013 0.5471

* frontier orbital gap: 6.2 eV
* ΔE to the lowest compared entry with this formula, charge and spin: 10.73 kcal per mole
* HOMO: -0.0995 hartree
* spin multiplicity: 1
* charge: -2
* total energy: -6427.3079 Ha
* LUMO energy: 3.531 eV

Mulliken population analysis, charges in e, atoms 1 to 2: atom 1 (Rb): 0.88, atom 2 (C): -0.58